(1)
C58H48GeN10O3Sr as an isolated structure. Source: OMol25; level of theory: ωB97M-V/def2-TZVPD.

Atoms and positions in Å:
Sr (-1.034, -0.494, -0.463)
C (-2.145, -5.170, 2.993)
N (-2.334, -3.755, 2.749)
C (-1.497, -2.875, 2.194)
N (-2.047, -1.679, 2.154)
C (-3.270, -1.895, 2.713)
N (-3.486, -3.132, 3.097)
C (-0.945, -5.482, 3.860)
C (-0.431, -6.774, 3.868)
C (0.642, -7.104, 4.684)
C (1.226, -6.144, 5.495)
C (0.718, -4.851, 5.485)
C (-0.366, -4.524, 4.677)
C (1.319, -3.823, 6.336)
N (2.056, -3.960, 7.378)
N (2.343, -2.665, 7.825)
C (1.752, -1.868, 7.009)
O (1.079, -2.524, 6.032)
C (1.714, -0.405, 7.012)
C (1.929, 0.279, 8.200)
C (1.877, 1.665, 8.204)
C (1.618, 2.356, 7.032)
C (1.414, 1.671, 5.837)
C (1.151, 2.474, 4.582)
N (1.087, 1.679, 3.372)
C (0.029, 1.141, 2.758)
N (0.421, 0.452, 1.706)
C (1.775, 0.583, 1.742)
N (2.226, 1.319, 2.733)
C (1.462, 0.288, 5.830)
H (-2.067, -5.690, 2.037)
H (-3.060, -5.504, 3.480)
H (-0.513, -3.140, 1.838)
H (-4.011, -1.120, 2.825)
H (-0.878, -7.532, 3.234)
H (1.030, -8.114, 4.681)
H (2.071, -6.380, 6.127)
H (-0.756, -3.515, 4.698)
H (2.128, -0.278, 9.106)
H (2.036, 2.208, 9.126)
H (1.581, 3.440, 7.043)
H (1.949, 3.199, 4.430)
H (0.212, 3.022, 4.670)
H (-0.992, 1.279, 3.081)
H (2.431, 0.124, 1.019)
H (1.312, -0.264, 4.911)
C (-5.231, 1.677, 1.090)
C (-5.976, 1.633, -0.084)
C (-5.392, 1.120, -1.229)
C (-4.072, 0.648, -1.193)
C (-3.280, 0.651, -0.026)
C (-3.929, 1.189, 1.097)
C (-3.486, 0.136, -2.473)
C (-3.858, 0.729, -3.718)
C (-3.313, 0.281, -4.875)
C (-2.385, -0.787, -4.852)
C (-1.777, -1.306, -6.018)
C (-0.879, -2.331, -5.933)
C (-0.555, -2.877, -4.671)
C (-1.131, -2.393, -3.531)
C (-2.061, -1.328, -3.596)
N (-2.607, -0.853, -2.429)
H (-5.674, 2.085, 1.994)
H (-6.999, 1.989, -0.104)
H (-5.980, 1.061, -2.140)
H (-3.392, 1.232, 2.049)
H (-4.547, 1.562, -3.714)
H (-3.567, 0.742, -5.823)
H (-2.030, -0.870, -6.977)
H (-0.413, -2.724, -6.827)
H (0.166, -3.683, -4.611)
H (-0.876, -2.801, -2.561)
C (-0.046, -6.102, -1.509)
C (-0.881, -5.057, -0.917)
N (-1.522, -4.210, -0.483)
H (0.737, -6.393, -0.811)
H (0.415, -5.727, -2.420)
H (-0.654, -6.972, -1.750)
O (0.433, 0.224, -2.139)
C (1.312, -0.549, -1.655)
O (1.040, -1.539, -0.908)
C (2.752, -0.277, -2.013)
C (3.134, 1.205, -2.056)
Ge (1.920, 2.548, -2.812)
C (3.101, 4.131, -2.876)
C (3.360, 4.864, -1.715)
C (4.225, 5.950, -1.723)
C (4.850, 6.331, -2.903)
C (4.606, 5.617, -4.067)
C (3.742, 4.528, -4.051)
C (0.370, 3.099, -1.781)
C (0.456, 3.299, -0.402)
C (-0.643, 3.742, 0.325)
C (-1.848, 3.992, -0.316)
C (-1.949, 3.792, -1.683)
C (-0.851, 3.344, -2.408)
C (1.459, 2.162, -4.660)
C (1.775, 0.939, -5.248)
C (1.540, 0.711, -6.599)
C (0.985, 1.710, -7.385)
C (0.664, 2.935, -6.817)
C (0.905, 3.158, -5.468)
H (2.861, -0.710, -3.012)
H (3.401, -0.849, -1.351)
H (4.055, 1.326, -2.630)
H (3.359, 1.584, -1.052)
H (2.873, 4.596, -0.782)
H (4.407, 6.504, -0.810)
H (5.521, 7.180, -2.915)
H (5.089, 5.908, -4.992)
H (3.567, 3.983, -4.972)
H (1.388, 3.105, 0.120)
H (-0.565, 3.884, 1.395)
H (-2.708, 4.314, 0.254)
H (-2.890, 3.975, -2.187)
H (-0.960, 3.162, -3.470)
H (2.197, 0.142, -4.648)
H (1.792, -0.248, -7.037)
H (0.808, 1.538, -8.439)
H (0.234, 3.721, -7.426)
H (0.671, 4.130, -5.046)

charge	0
ΔE to the lowest compared entry with this formula, charge and spin	79.56	kJ/mol
HOMO-LUMO gap	6.949	eV
F_max	2.14	eV Å⁻¹
LUMO energy	-0.06	eV
2S+1	1

=====

(2)
A 2-piece molecular cluster, C3H5Cl2OP overall. Source: OMol25; level of theory: ωB97M-V/def2-TZVPD.

Atoms and positions in Å:
C (-1.599, 0.723, -0.676)
C (-0.905, 0.124, 0.245)
C (-0.595, -0.126, 1.623)
O (2.724, -1.375, -0.129)
P (1.615, -0.694, -0.740)
Cl (1.316, -1.640, -2.590)
Cl (2.341, 1.108, -1.473)
H (-1.207, 1.077, -1.645)
H (-2.681, 1.107, -0.635)
H (-0.729, -1.077, 2.118)
H (0.489, -0.058, 1.677)
H (-0.769, 0.832, 2.225)

charge	0
ΔE to the lowest compared entry with this formula, charge and spin	304.03	kJ/mol
HOMO-LUMO gap (alpha / beta)	7.109 / 6.864	eV
F_max	3.64	eV Å⁻¹
LUMO energy (alpha / beta)	-1.90 / -2.08	eV
2S+1	1

=====

(3)
An isolated ion of composition C2H2N5O2 and charge -1. Source: OMol25; level of theory: ωB97M-V/def2-TZVPD.

Atoms and positions in Å:
C (0.822, -0.904, 0.757)
C (-0.379, 0.953, 0.147)
N (1.245, 0.150, 1.383)
N (0.543, 1.254, 1.011)
N (-0.763, -1.473, -0.959)
N (-0.238, -0.600, -0.064)
N (-1.828, -1.056, -1.575)
O (-2.495, -0.055, -1.259)
O (-2.242, -1.745, -2.546)
H (1.321, -1.950, 0.773)
H (-1.177, 1.321, -0.329)

charge	-1
ΔE to the lowest compared entry with this formula, charge and spin	126.46	kJ/mol
HOMO-LUMO gap (alpha / beta)	4.888 / 6.812	eV
F_max	6.81	eV Å⁻¹
LUMO energy (alpha / beta)	4.13 / 2.15	eV
2S+1	3

=====

(4)
An isolated ion of composition C4H9N4 and charge +1. Source: OMol25; level of theory: ωB97M-V/def2-TZVPD.

Atoms and positions in Å:
C (1.341, 0.566, -0.203)
C (1.488, -0.718, 0.251)
C (-1.101, 0.783, 0.295)
C (-1.015, -0.715, 0.185)
N (1.718, 1.060, -1.275)
N (2.219, -1.563, 0.733)
N (-1.495, -1.317, -0.921)
N (0.198, 1.309, 0.755)
H (-1.900, 1.083, 0.987)
H (-1.316, 1.209, -0.689)
H (-1.030, -1.297, 1.093)
H (1.953, -2.530, 0.872)
H (-1.524, -0.822, -1.800)
H (-1.536, -2.322, -0.976)
H (0.274, 2.325, 0.657)
H (1.348, 1.893, -1.698)
H (0.377, 1.058, 1.732)

charge	+1
ΔE to the lowest compared entry with this formula, charge and spin	417.68	kJ/mol
HOMO-LUMO gap (alpha / beta)	7.375 / 6.758	eV
F_max	2.48	eV Å⁻¹
LUMO energy (alpha / beta)	-3.98 / -4.30	eV
2S+1	1

=====

(5)
An isolated ion of composition C3H5N2O2 and charge +1. Source: OMol25; level of theory: ωB97M-V/def2-TZVPD.

Atoms and positions in Å:
C (3.205, -0.187, -0.106)
C (0.761, -0.711, 0.276)
C (-0.262, 0.351, -0.409)
N (2.010, -0.072, -0.081)
N (0.018, 1.565, 0.189)
O (4.342, -0.116, -0.054)
O (1.092, 2.056, -0.009)
H (0.506, -0.732, 1.300)
H (0.740, -1.736, -0.164)
H (0.043, 0.466, -1.516)
H (-1.230, -0.160, -0.418)
H (-0.604, 2.088, 0.923)

charge	+1
ΔE to the lowest compared entry with this formula, charge and spin	386.75	kJ/mol
HOMO-LUMO gap (alpha / beta)	7.629 / 7.631	eV
F_max	4.77	eV Å⁻¹
LUMO energy (alpha / beta)	-7.50 / -7.49	eV
2S+1	1

=====

(6)
C3H6O2Si as an isolated structure. Source: OMol25; level of theory: ωB97M-V/def2-TZVPD.

Atoms and positions in Å:
C (2.153, -0.708, -0.010)
C (2.147, 0.624, 0.187)
C (-1.634, 0.175, 0.128)
O (0.984, -1.236, -0.297)
O (0.906, 1.252, -0.060)
Si (-0.006, 0.061, -0.659)
H (2.901, -1.337, 0.226)
H (3.165, 1.052, 0.261)
H (-1.592, 0.113, 1.214)
H (-1.849, 1.152, -0.202)
H (-2.392, -0.488, -0.257)
H (-0.191, 0.478, -2.110)

charge	0
ΔE to the lowest compared entry with this formula, charge and spin	8.28	kJ/mol
HOMO-LUMO gap	9.370	eV
F_max	3.88	eV Å⁻¹
LUMO energy	0.96	eV
2S+1	1

=====

(7)
An isolated ion of composition C6H11N2O and charge +1. Source: OMol25; level of theory: ωB97M-V/def2-TZVPD.

Atoms and positions in Å:
C (-1.918, -1.106, 0.311)
C (-2.234, 0.126, 0.559)
C (-0.532, -1.158, -0.044)
C (-1.125, 1.031, 0.206)
C (2.317, 0.440, 0.504)
C (1.210, 0.622, -0.562)
N (-0.116, 0.100, -0.234)
N (0.162, -2.287, -0.193)
O (-1.497, 2.041, -0.762)
H (-2.547, -1.912, 0.441)
H (-3.179, 0.542, 0.724)
H (-0.799, 1.583, 1.203)
H (2.769, 1.393, 0.759)
H (1.819, 0.026, 1.348)
H (3.034, -0.288, 0.018)
H (1.014, 1.742, -0.685)
H (1.575, 0.340, -1.602)
H (-0.258, -3.156, 0.049)
H (0.974, -2.337, -0.689)
H (-0.669, 2.258, -1.352)

charge	+1
ΔE to the lowest compared entry with this formula, charge and spin	148.53	kJ/mol
HOMO-LUMO gap	10.394	eV
F_max	3.01	eV Å⁻¹
LUMO energy	-4.32	eV
2S+1	1

=====

(8)
C6H10FN as an isolated structure. Source: OMol25; level of theory: ωB97M-V/def2-TZVPD.

Atoms and positions in Å:
C (0.026, 0.152, -0.141)
C (0.068, -0.657, 1.114)
C (1.096, 0.216, 1.689)
C (1.379, 0.577, 0.317)
C (-0.192, -0.362, -1.431)
C (-1.389, -1.013, -1.832)
H (-1.622, 1.228, 0.192)
H (-1.059, 1.908, -1.141)
H (0.385, -1.638, 0.664)
H (-0.971, -0.783, 1.632)
H (1.637, -0.280, 2.457)
H (0.573, 0.933, 2.298)
H (2.143, -0.013, -0.163)
H (1.732, 1.530, 0.125)
H (0.632, -0.355, -2.043)
H (-1.468, -1.398, -2.770)
N (-0.721, 1.436, -0.134)
F (-2.250, -1.481, -0.834)

charge	0
ΔE to the lowest compared entry with this formula, charge and spin	341.91	kJ/mol
HOMO-LUMO gap	9.537	eV
F_max	7.09	eV Å⁻¹
LUMO energy	0.91	eV
2S+1	1

=====

(9)
C28H74Br10O24P6 as an isolated structure. Source: OMol25; level of theory: ωB97M-V/def2-TZVPD.

Atoms and positions in Å:
C (0.159, -6.474, -1.908)
O (-0.531, -5.553, -0.990)
P (-2.080, -5.318, -1.411)
O (-2.368, -5.635, -2.810)
O (-2.977, -6.192, -0.460)
C (-2.718, -6.033, 0.968)
O (-2.293, -3.877, -0.836)
C (-2.461, -2.713, -1.626)
H (0.703, -5.799, -2.608)
H (-0.525, -7.187, -2.409)
H (0.849, -7.052, -1.289)
H (-1.710, -6.338, 1.194)
H (-3.380, -6.654, 1.564)
H (-2.868, -5.025, 1.355)
H (-2.562, -1.872, -0.903)
H (-3.374, -2.733, -2.244)
H (-1.712, -2.619, -2.354)
C (4.704, 1.939, -3.480)
O (3.969, 3.240, -3.502)
P (4.373, 4.309, -2.434)
O (5.798, 4.187, -2.060)
O (3.292, 4.253, -1.271)
C (3.208, 3.140, -0.433)
O (3.869, 5.699, -2.983)
C (4.509, 6.167, -4.163)
H (4.403, 1.465, -4.425)
H (4.387, 1.394, -2.587)
H (5.834, 2.080, -3.363)
H (2.993, 2.232, -1.042)
H (2.367, 3.264, 0.231)
H (4.209, 3.078, 0.019)
H (4.200, 5.488, -4.942)
H (5.595, 6.217, -4.080)
H (4.068, 7.136, -4.386)
C (3.450, -0.889, 1.514)
O (2.189, -1.477, 1.953)
P (0.928, -0.452, 2.001)
O (1.140, 0.716, 2.867)
O (-0.205, -1.350, 2.531)
C (-0.674, -2.573, 1.971)
O (0.768, -0.144, 0.469)
C (-0.419, 0.603, 0.171)
H (3.412, -0.506, 0.557)
H (4.219, -1.605, 1.518)
H (3.672, -0.193, 2.224)
H (-0.355, -2.698, 0.890)
H (-1.748, -2.560, 2.132)
H (-0.096, -3.273, 2.572)
H (-1.302, 0.063, 0.477)
H (-0.442, 0.741, -0.900)
H (-0.447, 1.533, 0.768)
C (-6.052, 3.119, -4.359)
O (-5.459, 1.938, -3.821)
P (-5.400, 1.591, -2.254)
O (-6.705, 1.754, -1.686)
O (-4.820, 0.102, -2.281)
C (-5.715, -0.965, -1.855)
O (-4.301, 2.536, -1.549)
C (-3.080, 2.834, -2.329)
H (-5.804, 3.918, -3.625)
H (-7.100, 2.967, -4.452)
H (-5.603, 3.265, -5.341)
H (-5.892, -1.659, -2.709)
H (-6.625, -0.574, -1.437)
H (-5.178, -1.518, -1.083)
H (-3.305, 3.441, -3.221)
H (-2.576, 1.914, -2.576)
H (-2.420, 3.414, -1.661)
C (1.048, 2.763, -3.911)
O (1.523, 1.350, -4.219)
P (0.670, 0.102, -3.669)
O (-0.616, 0.423, -2.985)
O (0.512, -0.933, -4.855)
C (-0.685, -0.928, -5.674)
O (1.707, -0.655, -2.677)
C (1.343, -1.917, -2.192)
H (1.276, 2.885, -2.901)
H (-0.037, 2.933, -4.133)
H (1.576, 3.401, -4.589)
H (-0.784, -0.084, -6.336)
H (-1.557, -0.995, -5.027)
H (-0.606, -1.794, -6.238)
H (0.335, -1.853, -1.884)
H (2.036, -2.071, -1.331)
H (1.327, -2.668, -2.962)
C (-4.689, 2.184, 1.559)
O (-3.776, 1.084, 1.231)
P (-4.266, -0.325, 1.690)
O (-3.580, -1.470, 1.032)
O (-5.932, -0.269, 1.437)
C (-6.572, -1.518, 1.678)
O (-4.304, -0.388, 3.297)
C (-3.099, -0.757, 4.072)
H (-4.668, 2.326, 2.669)
H (-5.674, 2.082, 1.123)
H (-4.263, 3.050, 1.148)
H (-6.079, -2.255, 1.065)
H (-7.615, -1.290, 1.537)
H (-6.364, -1.724, 2.737)
H (-2.170, -0.303, 3.696)
H (-3.023, -1.845, 4.074)
H (-3.192, -0.325, 5.082)
Br (8.503, -5.264, 2.949)
C (6.782, -4.740, 3.648)
C (6.641, -3.224, 3.684)
Br (4.881, -2.773, 4.546)
H (6.714, -5.126, 4.674)
H (6.049, -5.114, 2.972)
H (6.539, -2.888, 2.653)
H (7.408, -2.638, 4.167)
Br (-0.160, 5.694, -1.001)
C (0.926, 6.346, -2.451)
C (0.805, 7.844, -2.447)
Br (1.710, 8.866, -3.795)
H (0.481, 5.977, -3.358)
H (1.932, 6.013, -2.344)
H (1.203, 8.263, -1.502)
H (-0.249, 8.208, -2.522)
Br (-1.653, 3.578, 3.088)
C (-0.105, 3.447, 4.179)
C (1.134, 3.827, 3.433)
Br (1.287, 5.562, 2.553)
H (-0.011, 2.388, 4.555)
H (-0.325, 4.100, 5.044)
H (1.399, 3.106, 2.688)
H (1.969, 3.709, 4.143)
Br (3.041, 2.055, 6.962)
C (2.862, 0.136, 6.397)
C (1.354, -0.159, 6.446)
Br (0.752, -1.973, 6.017)
H (3.451, -0.623, 6.944)
H (3.336, 0.222, 5.443)
H (0.917, 0.363, 5.593)
H (0.971, 0.112, 7.412)
Br (1.077, -6.029, 4.194)
C (1.781, -6.007, 2.364)
C (3.105, -5.518, 2.631)
Br (4.113, -5.514, 0.796)
H (1.168, -5.272, 1.803)
H (1.589, -6.948, 1.910)
H (3.830, -5.974, 3.225)
H (3.009, -4.480, 2.955)

charge	0
HOMO-LUMO gap	9.806	eV
F_max	3.70	eV Å⁻¹
LUMO energy	0.04	eV
2S+1	1

=====

(10)
C15H26NSc as an isolated structure. Source: OMol25; level of theory: ωB97M-V/def2-TZVPD.

Atoms and positions in Å:
C (-1.321, 1.897, -0.818)
H (-2.034, 2.549, -0.248)
H (-0.523, 2.529, -1.260)
H (-0.633, 1.203, 0.815)
C (-2.110, 1.061, -1.816)
H (-1.550, 0.175, -2.252)
H (-2.982, 0.624, -1.293)
C (-2.593, 1.937, -2.986)
H (-3.091, 1.328, -3.745)
H (-3.279, 2.698, -2.609)
H (-1.736, 2.441, -3.434)
C (1.680, -0.978, 0.234)
C (1.628, -0.991, -1.199)
C (1.708, 0.371, -1.656)
C (1.785, 1.219, -0.500)
C (1.734, 0.385, 0.665)
C (1.825, 0.840, 2.078)
C (2.030, 2.686, -0.514)
C (1.774, 0.817, -3.073)
C (1.565, -2.208, -2.055)
C (1.727, -2.171, 1.116)
Sc (-0.429, 0.158, -0.505)
H (1.840, 3.141, 0.464)
H (3.085, 2.877, -0.773)
H (1.423, 3.214, -1.265)
H (1.632, 1.913, 2.168)
H (1.103, 0.315, 2.723)
H (2.830, 0.648, 2.489)
H (1.379, -3.066, 0.587)
H (2.745, -2.383, 1.481)
H (1.087, -2.045, 2.000)
H (1.128, -1.984, -3.033)
H (2.559, -2.648, -2.236)
H (0.947, -2.985, -1.585)
H (1.154, 1.711, -3.256)
H (2.806, 1.080, -3.354)
H (1.434, 0.027, -3.754)
C (-2.348, -1.853, 3.438)
C (-1.802, -1.212, 2.259)
N (-1.378, -0.744, 1.291)
H (-2.067, -1.292, 4.337)
H (-1.954, -2.874, 3.521)
H (-3.441, -1.906, 3.385)

charge	+2
HOMO-LUMO gap (alpha / beta)	5.449 / 5.455	eV
F_max	7.80	eV Å⁻¹
LUMO energy (alpha / beta)	-9.79 / -9.79	eV
2S+1	1

=====

(11)
C16H31CdNP2S as an isolated structure. Source: OMol25; level of theory: ωB97M-V/def2-TZVPD.

Atoms and positions in Å:
P (-3.402, 0.767, -0.755)
P (-0.276, -2.453, 1.418)
C (-2.892, -0.959, 0.143)
C (-1.972, -1.438, 1.393)
H (-3.212, -1.906, -0.407)
H (-3.813, -0.991, 0.738)
H (-1.848, -0.617, 2.144)
H (-2.645, -2.224, 1.806)
C (-0.602, -4.152, 0.683)
H (0.379, -4.614, 0.443)
H (-1.092, -4.085, -0.309)
H (-1.195, -4.776, 1.410)
C (-0.285, -2.913, 3.172)
H (-0.487, -3.982, 3.353)
H (-0.952, -2.274, 3.775)
H (0.759, -2.683, 3.444)
C (-4.233, 0.506, -2.321)
H (-3.962, 1.282, -3.060)
H (-5.327, 0.518, -2.310)
H (-3.962, -0.424, -2.840)
C (-4.578, 1.541, 0.407)
H (-4.343, 1.186, 1.430)
H (-5.647, 1.359, 0.205)
H (-4.438, 2.632, 0.385)
Cd (-1.753, -1.889, -1.763)
C (-4.239, -3.678, 1.294)
C (-3.759, -4.087, 0.103)
C (-4.533, -4.674, -1.010)
C (-5.604, -3.693, -1.489)
C (-5.234, -2.269, -1.260)
C (-5.743, -1.578, -0.215)
C (-6.312, -2.157, 1.063)
C (-5.708, -3.480, 1.564)
C (-0.840, 0.309, -1.229)
H (-3.594, -3.806, 2.198)
H (-2.710, -4.211, -0.045)
H (-5.058, -5.605, -0.738)
H (-3.801, -4.898, -1.803)
H (-5.748, -3.861, -2.561)
H (-6.549, -3.937, -0.989)
H (-4.617, -1.808, -2.029)
H (-5.786, -0.490, -0.232)
H (-7.396, -2.375, 1.014)
H (-6.158, -1.390, 1.843)
H (-5.810, -3.479, 2.657)
H (-6.307, -4.341, 1.205)
H (-0.708, 0.392, -0.132)
H (-1.343, 1.296, -1.523)
H (0.184, 0.498, -1.640)
S (1.935, -1.485, -0.239)
C (2.330, 0.086, 0.124)
N (2.592, 1.215, 0.348)

charge	0
ΔE to the lowest compared entry with this formula, charge and spin	224.36	kJ/mol
HOMO-LUMO gap (alpha / beta)	5.960 / 5.020	eV
F_max	3.09	eV Å⁻¹
LUMO energy (alpha / beta)	-1.11 / -1.85	eV
2S+1	1